A molecular structure, F8N5O19PbS8 in a non-equilibrium geometry. Source: OMol25; level of theory: ωB97M-V with the def2-TZVPD basis set.

Output
- E_tot (hartree) = -5880.1782
- multiplicity = 1
- net charge = -3
- LUMO (hartree) = -0.0359
- HOMO energy (eV) = -3.715
- orbital gap (eV) = 2.737

Structure (XYZ):
```
41
Properties=species:S:1:pos:R:3:forces:R:3
S 10.8146 1.9087 -10.2206 -1.2447 -8.6350 3.5219
F 25.3391 2.3646 -7.3036 -0.8529 -0.2328 -0.2914
N 17.0064 -1.9070 -9.5826 1.1882 1.3553 0.8496
S 10.7406 3.9634 -11.1117 -1.4419 3.4307 -3.1136
O 19.5032 7.5444 -14.4105 -1.9948 0.2408 -0.4256
S 17.8450 5.3168 -15.5067 -0.8834 -5.3496 -0.3361
O 17.3893 8.1204 -15.6771 1.3650 -1.9834 1.1744
F 17.5152 4.5597 -5.6626 -0.4964 -0.5014 0.2077
O 16.6830 5.0890 -16.3888 2.5086 1.2824 1.6430
F 17.4518 8.2915 -13.3491 0.2520 0.2937 0.5109
S 16.7492 8.1430 -6.0674 0.4122 4.5859 -2.0340
N 24.1993 3.3159 -9.1106 -1.6460 2.7179 -2.1115
F 23.2690 4.4331 -10.9802 0.1813 0.3051 0.8253
Pb 16.2648 4.0677 -10.2716 0.2009 -0.1896 0.0796
O 21.6622 4.0728 -9.2699 2.9871 0.9305 0.6228
O 15.6320 8.5141 -5.1984 1.8518 -1.1074 -1.3998
N 17.4908 6.1077 -14.0213 0.0588 -2.3400 -3.5272
S 23.0742 4.5217 -9.3536 -3.1498 1.5036 -4.9881
O 9.9142 3.6149 -12.2930 1.6335 0.2580 2.8610
O 10.1442 4.7514 -10.0615 0.3344 -1.1113 -0.4888
O 17.1229 -0.6471 -9.4377 -0.0207 -0.0632 0.6832
N 16.9078 6.5089 -6.5484 -1.3380 5.1007 -0.5566
O 16.3895 6.0109 -4.0860 1.5576 0.8044 -1.6465
F 17.8898 3.8827 -14.7105 -0.0495 0.2353 -0.3756
O 22.8670 2.5631 -7.1018 1.6941 0.7472 -0.7828
F 11.7085 4.9837 -11.7267 1.7939 1.2323 -0.8519
O 19.2143 5.3639 -16.0356 -2.9242 0.6374 0.6709
N 11.9398 2.8652 -10.6612 -2.3407 3.1265 -1.1711
F 11.8705 0.8245 -9.6472 0.0673 -0.0554 0.1886
F 16.2728 8.7066 -7.5143 -0.0022 -0.6873 0.5030
O 24.4267 4.4767 -6.8376 -1.0343 -1.1942 -1.4255
O 23.3674 5.9312 -9.0755 -0.0388 -2.9194 -0.0440
O 18.0404 8.8635 -5.9068 -3.0576 -2.0847 -0.0104
O 10.0430 2.2014 -9.0118 0.8821 0.2794 -1.9679
S 24.0183 3.2993 -7.6134 1.8727 -1.9004 8.1532
O 10.1614 1.0974 -11.2427 0.5560 1.5736 1.0304
O 18.8335 6.2670 -4.7990 -4.0545 0.9018 -0.6365
O 16.5692 -2.2900 -10.6282 -1.1015 -1.1005 -1.9168
O 17.4058 -2.6682 -8.7055 -0.1389 0.1663 0.3227
S 18.0574 7.4331 -14.5530 1.4849 6.8555 0.9292
S 17.3842 6.1049 -5.1611 4.9287 -7.1086 5.3241
```
Positions in Å, forces in eV/Å.

A molecular structure, C24H28AlBCl2F5LiN3O16P2S in a non-equilibrium geometry. Source: OMol25; level of theory: ωB97M-V with the def2-TZVPD basis set.

Output
- E_tot (hartree) = -5074.0302
- multiplicity = 1
- net charge = +1
- LUMO (hartree) = -0.3034
- HOMO energy (eV) = -10.638
- orbital gap (eV) = 2.383

Structure (XYZ):
```
84
Properties=species:S:1:pos:R:3:forces:R:3
C 5.0584 -2.3456 -1.7503 3.5879 -0.8324 -3.8980
H 2.0044 0.5177 -2.3859 1.2661 -1.3203 0.9044
F -9.5820 -6.8216 1.5139 1.1043 0.8460 -0.6369
H 3.7753 2.9401 -2.5864 -0.1204 -1.2748 1.5734
C 4.5036 -2.9478 0.4487 1.7402 -6.6721 2.8855
H 2.7251 7.3114 3.4449 0.0806 -0.1330 -0.0761
Cl 6.1882 5.6690 0.5617 -0.7140 -1.0046 -0.5287
C 3.8928 2.2871 -1.6361 0.8357 1.1725 0.4714
H -1.9033 0.2898 -2.2228 -0.4993 0.1127 1.8676
O 1.2492 8.8564 3.7722 0.0050 -0.4170 -0.3816
O -5.2292 -6.6492 1.4584 -0.2738 0.3832 0.0852
O 2.8566 -4.5344 -2.0672 -2.0916 3.0919 0.4035
C 0.7272 8.3399 2.8014 -0.2026 0.7389 0.4450
O -0.9929 6.4998 -0.4135 -0.5292 -0.0163 0.1667
O 4.6229 -4.2035 0.3468 -0.7172 6.5291 -0.5983
C -3.5256 0.5615 1.7065 1.4437 0.1280 -2.8264
H -3.9853 0.6306 2.7543 0.6824 -0.2476 -1.7676
H -2.0464 -6.9343 -0.1604 -0.1517 0.0215 -0.1542
H -1.2343 0.5293 2.4770 -1.2931 -0.0670 -1.5164
F 3.9566 -4.2905 3.0090 -0.5338 0.0326 -0.0062
H 3.0409 2.5121 -0.9158 0.8680 -0.7336 -1.1423
H -0.9668 9.7169 2.6806 0.0208 -0.0219 -0.0242
H 2.9564 -0.8076 -3.1740 0.3880 1.0592 1.5854
H 0.3897 -0.9608 -1.9627 0.1259 -0.0627 1.8715
H 1.6314 -3.4560 0.2302 0.2755 0.1298 0.8677
O -2.2333 8.7024 0.6108 0.8451 -0.9315 0.0768
O 4.9903 -2.3375 -2.9968 -1.5387 0.4731 5.1169
C -0.4476 7.0388 0.5431 0.9099 -0.4035 0.1407
F -9.0236 -5.5352 -0.3717 0.5357 -0.3761 1.1564
Al -4.8499 3.5153 0.5847 -1.0405 -0.0115 -0.0040
Cl 3.0749 -0.1089 0.7696 -0.5125 0.4307 -0.0190
C 0.8121 6.5482 1.1081 -0.7045 -0.1661 -0.5197
O 3.3978 4.9200 -0.1374 3.9759 -1.2426 -0.2549
H 2.4693 -4.9152 -1.2416 0.5915 -0.3586 -0.6565
P 1.9716 -3.0665 -2.3333 0.0298 -4.8823 -0.7137
S 4.6810 4.2425 0.3077 -5.4021 -0.4646 3.8294
H 4.7261 0.7572 -2.9995 -0.8878 -0.0501 1.7143
C -6.8960 -5.0469 2.0585 -1.4231 2.5770 1.4702
C -0.5221 8.8448 2.2193 0.0952 0.0157 0.1742
H -0.1519 -3.7435 -1.0432 0.6308 0.2272 -1.7785
C -2.3353 0.3644 -1.1650 -2.0770 0.2389 2.8780
F 6.4175 -2.6798 -1.3232 -3.4245 0.9156 0.1361
H 5.7374 2.1055 -0.2194 -0.8971 1.4926 -0.9821
C -6.3711 -6.2443 1.3974 0.6100 -2.7559 -1.5203
C -2.7974 -6.1560 -0.0234 0.0902 -0.0490 0.2587
C -1.0724 8.2417 1.1644 -0.9008 0.8216 -0.1052
H 5.9865 3.3168 -1.6415 -1.1493 -0.4588 1.2142
B -8.5626 -6.0312 0.8928 -2.7336 -0.6754 -0.9679
C 0.2063 -3.6686 -2.1466 -1.2777 -0.6966 0.2551
C 2.9031 -0.1920 -2.1854 0.2555 0.7723 -1.6278
C -1.9413 0.5113 1.5730 -2.6150 0.0933 -3.7203
H 0.0688 -4.7435 -2.5664 0.5742 1.8268 0.4956
C 5.2240 2.8943 -0.8968 0.4525 -0.5885 -0.3372
H 4.9691 0.3706 -1.2381 -1.6589 0.2810 -1.0596
H 1.6612 -2.1182 1.3142 0.0559 -0.4567 -0.4882
H -5.6144 0.5515 0.5241 1.8108 -0.3766 0.2156
H -4.5872 0.2987 -1.9609 1.2683 0.1278 1.7703
C -3.8992 0.3798 -1.0366 2.8989 0.5356 3.4527
H -2.6635 -5.6554 0.9337 -0.1487 -0.0261 -0.2113
N 4.1965 -2.0652 -0.6844 2.6594 -2.2255 -0.1835
O -8.1852 -4.9083 1.7704 1.1685 -0.0886 0.1783
O -7.3392 -6.8339 0.7077 0.9828 0.6238 0.6165
H -3.8064 -6.5586 -0.1095 0.1503 -0.0520 0.0596
C 0.2100 0.4229 -0.3063 -0.5192 2.8181 -0.0670
O 4.3913 3.6255 1.6746 2.0979 1.2595 -4.0515
H 1.2647 5.6855 0.6367 0.1307 0.0684 0.0066
O -2.7427 -5.5638 -2.2571 0.2788 0.7452 0.6257
C 4.1661 0.7529 -1.9772 1.4844 0.2398 -1.2408
P 2.5448 -1.4983 -0.8217 -0.1735 4.1808 2.6027
O 0.6825 1.5793 -0.2842 -1.1226 -3.9293 -0.2033
O 2.5361 6.7111 2.6958 -1.4428 0.9643 -0.1967
N -2.6216 -5.1622 -1.1124 -0.1923 -0.6910 -0.0689
C 1.3666 7.1539 2.1631 1.5307 -0.9267 0.3044
C 0.7256 -0.9628 -0.8446 -2.6842 0.5950 0.2615
C -4.4724 0.5055 0.4334 3.0998 0.3915 -0.7979
N 2.1366 -2.6220 0.5533 0.2482 -0.8054 -0.8077
H -2.4228 8.0992 -0.1337 0.0974 0.2492 0.0536
H 0.1253 -1.7437 -0.2251 0.5762 1.4376 -1.4819
O -2.3708 -4.0077 -0.7819 -0.0357 0.1217 -0.4318
O -6.2672 -4.2862 2.7624 0.0815 -0.2864 -0.4048
C -1.3807 0.4299 0.1040 -2.7840 -0.5940 -0.0855
F 4.8186 -2.4846 1.7774 -0.9969 0.5386 -4.3672
H -0.5758 -3.0064 -2.6885 1.4741 -0.9768 0.9104
Li -2.4211 2.6666 0.5426 1.3550 -0.9590 -0.1903
```
Positions in Å, forces in eV/Å.

A molecular structure, C5H6LiO2V in a non-equilibrium geometry. Source: OMol25; level of theory: ωB97M-V with the def2-TZVPD basis set.

Output
- E_tot (hartree) = -1295.3582
- multiplicity = 5
- net charge = +2
- ΔE to the lowest compared entry with this formula, charge and spin (kJ/mol) = 0.00
- LUMO (spin up / spin down) (hartree) = -0.3054 / -0.3054
- HOMO energy (spin up / spin down) (eV) = -14.668 / -15.859
- orbital gap (spin up / spin down) (eV) = 6.357 / 7.549

Structure (XYZ):
```
15
Properties=species:S:1:pos:R:3:forces:R:3
Li -2.1040 1.2423 -4.6363 0.0927 0.1694 0.0030
C 1.4260 -0.1880 -0.6528 -1.4510 1.9320 -2.7110
C -0.8892 0.1318 0.5778 2.3115 1.2804 -2.3478
H 0.8397 1.9190 -1.0034 -1.7231 -0.1565 -0.2540
H 1.6857 1.5649 -2.2703 0.6606 -0.9159 -0.2171
O -1.7735 -0.5701 1.2752 -0.8689 -0.0810 -2.3726
C 0.0628 -0.3899 -0.2053 -0.8608 -1.3061 2.8446
O -0.7895 1.3200 -3.3363 -0.3273 -0.2465 -0.1088
C 0.0138 0.5949 -2.7699 0.1005 0.5467 0.5620
H 1.8232 -0.9875 -1.2944 0.0547 0.1452 0.5580
H 0.2057 -0.4189 -3.1748 0.0011 0.1520 0.3324
V -1.9631 -0.9497 2.8829 -0.4990 -0.9620 3.3565
H 2.0963 0.1703 0.1397 -0.0878 -0.1770 -0.4984
H -1.0278 1.2271 0.5961 -0.0943 -0.3462 0.2313
C 0.9107 1.0479 -1.6677 2.6910 -0.0345 0.6219
```
Positions in Å, forces in eV/Å.

A gas-phase ion, C7H8FN2O3 (charge -1) in a non-equilibrium geometry. Source: OMol25; level of theory: ωB97M-V with the def2-TZVPD basis set.

Output
- E_tot (hartree) = -706.4608
- multiplicity = 1
- net charge = -1
- ΔE to the lowest compared entry with this formula, charge and spin (kJ/mol) = 271.36
- LUMO (spin up / spin down) (hartree) = 0.1181 / 0.1181
- HOMO energy (spin up / spin down) (eV) = -2.811 / -2.812
- orbital gap (spin up / spin down) (eV) = 6.025 / 6.026

Structure (XYZ):
```
21
Properties=species:S:1:pos:R:3:forces:R:3
H 3.2097 -0.1950 -1.0078 0.3610 -0.2459 -1.1364
H 2.9773 1.8459 0.5229 0.5836 -0.9852 0.8142
N -2.2481 1.5303 -0.2992 -2.4660 1.7063 1.7084
H 4.4546 0.8916 0.6814 1.0814 -0.1913 -0.0356
C 0.4717 -0.9253 -0.0033 0.3226 -1.9853 -0.8004
H 3.1703 0.6351 1.9363 0.2926 0.4465 -1.2649
O -1.9805 2.0805 0.8187 1.1119 -0.6699 -1.3115
C 3.4093 0.8424 0.8497 -2.5653 1.2638 0.1127
C -1.2851 0.7083 -0.9921 0.3764 -2.5487 1.0376
C -0.9178 -0.6276 -0.3424 -1.6637 0.4782 -0.1503
H -3.7840 -2.1797 -0.0323 0.8002 0.6651 0.5179
N -1.7506 -1.5547 0.0122 1.7934 0.5629 0.1020
C 2.7390 -0.1890 -0.0614 0.6618 -2.5820 3.5168
C -3.5296 -0.0777 0.1560 -0.5784 2.2876 -0.1855
H -1.6331 0.6186 -1.9949 -1.2736 -0.9178 -0.7188
F -4.8919 0.0292 0.3708 0.4410 0.1810 -0.2929
C -3.0818 -1.3009 0.0497 -1.4284 -2.4865 -1.1839
O 0.7876 -2.0549 0.2756 0.9150 -0.1006 0.6163
O 1.3643 0.0553 -0.2092 -0.2144 1.2612 -0.0769
H -0.3533 1.0879 -1.2558 1.7256 2.0329 0.5971
H 2.8720 -1.2203 0.5253 -0.2768 1.8277 -1.8659
```
Positions in Å, forces in eV/Å.

A gas-phase ion, C9H7F2O4 (charge -1) in a non-equilibrium geometry. Source: OMol25; level of theory: ωB97M-V with the def2-TZVPD basis set.

Output
- E_tot (hartree) = -847.9173
- multiplicity = 1
- net charge = -1
- ΔE to the lowest compared entry with this formula, charge and spin (kJ/mol) = 0.00
- SMILES string = O=C([O-])C(O)(O)C(F)(F)c1ccccc1
- LUMO (hartree) = 0.1266
- HOMO energy (eV) = -5.330
- orbital gap (eV) = 8.776

Structure (XYZ):
```
22
Properties=species:S:1:pos:R:3:forces:R:3
H -1.1644 2.0776 -1.4145 1.1956 0.9228 0.6637
C -1.2731 1.5335 -0.4807 -1.8207 -1.5502 -2.2950
O 1.9423 -0.1603 -1.7032 -1.6401 -1.3501 -1.3638
H -4.0499 -0.3785 0.1993 1.1423 0.3987 0.4754
H 0.0231 -0.8591 1.5263 -0.3806 0.3168 -0.1526
C -0.3239 0.7482 0.1222 0.8468 0.6572 1.6918
C -2.6165 1.0923 -0.4789 0.0057 0.3598 0.9072
O 3.3528 0.0193 0.0275 0.3865 -0.0089 0.6374
C 1.1805 1.1018 0.1149 -0.6467 -1.6627 0.6822
H 1.3022 -0.9916 -1.7852 0.9046 1.2885 -0.5769
O 0.7362 -2.1104 -0.8256 -0.9079 -0.4272 -1.0210
C -2.0528 -0.7125 1.0573 0.6614 0.0286 -0.2190
H 3.7416 -0.7661 0.4525 -0.8401 0.1823 -0.1024
F 1.4449 2.1735 -0.6819 -0.0492 -0.3394 0.3822
F 1.5008 1.4741 1.4189 0.0391 -0.0378 -0.7124
C 2.0155 -0.1806 -0.3420 0.8206 1.0467 0.0943
C -2.9969 0.0000 0.3317 -1.8617 0.1498 -1.5423
H -3.2813 1.7015 -1.1576 0.2838 -1.1941 1.0390
H -2.1799 -1.6765 1.5618 -0.6538 0.5882 -0.0618
O 1.9622 -2.1661 1.0417 -0.1092 0.2458 0.1241
C -0.7416 -0.2915 0.9838 1.0125 0.2847 -0.2134
C 1.4784 -1.6286 0.0314 1.6107 0.1004 1.5634
```
Positions in Å, forces in eV/Å.